This record from the Open Molecules 2025 dataset describes a molecular structure, C46H52FeN5O2Sb2. The level of theory is ωB97M-V/def2-TZVPD.

Element x y z (Å)
Fe 0.7972 2.8424 0.9656
O 2.3534 6.6715 -0.9140
C 3.5201 6.1203 -1.3036
C 4.3558 6.8907 -2.1101
C 5.5626 6.3840 -2.5414
C 5.9600 5.0924 -2.1927
C 5.1393 4.3236 -1.4008
C 3.9116 4.8188 -0.9374
C 3.0629 3.9869 -0.0796
O 1.8998 4.4299 0.2992
N 3.5159 2.8040 0.2978
N 2.5866 2.2120 1.0868
C 2.9516 1.3697 1.9775
C 1.9282 0.9694 2.9264
C 2.1990 0.1173 3.9872
C 1.1968 -0.1679 4.8949
C -0.0483 0.4166 4.7197
C -0.2362 1.2649 3.6433
N 0.7136 1.5453 2.7504
H 1.9087 6.0195 -0.3383
H 4.0296 7.8855 -2.3818
H 6.2081 6.9987 -3.1550
H 6.9056 4.6997 -2.5395
H 5.4273 3.3223 -1.1134
H 3.9972 1.1066 2.0893
H 3.1905 -0.3016 4.0948
H 1.3766 -0.8326 5.7291
H -0.8600 0.2262 5.4067
H -1.1953 1.7345 3.4946
C 0.4501 1.0819 -1.6028
N 0.3319 2.5179 -1.3260
C 1.1575 3.2570 -2.2913
C -1.0621 2.9714 -1.4387
C -1.2846 4.1777 -0.5512
N -1.0613 3.8201 0.8629
C -2.2115 3.0572 1.3698
C -0.8886 5.0354 1.6834
H 1.5050 0.8150 -1.6318
H -0.0051 0.8088 -2.5623
H -0.0323 0.5033 -0.8134
H 0.8349 3.0310 -3.3142
H 2.2024 2.9754 -2.1853
H 1.0744 4.3290 -2.1276
H -1.7310 2.1544 -1.1721
H -1.2966 3.2440 -2.4743
H -2.3007 4.5648 -0.6843
H -0.5804 4.9660 -0.8191
H -3.1447 3.5980 1.1815
H -2.1168 2.9243 2.4418
H -2.2710 2.0784 0.8965
H -1.7909 5.6549 1.6694
H -0.0505 5.6164 1.3050
H -0.6788 4.7500 2.7148
C -0.0245 -3.5275 2.4040
C -1.5408 -3.6249 2.5732
C -2.3098 -2.3179 2.6145
Sb -2.7620 -1.5926 0.4512
C -4.2297 -3.1550 0.2768
C -5.5055 -2.9433 0.7951
C -6.4786 -3.9282 0.6997
C -6.1855 -5.1409 0.0922
C -4.9180 -5.3611 -0.4255
C -3.9477 -4.3702 -0.3395
C -3.5095 -0.9193 -1.6593
C -4.6077 -0.0776 -1.6950
C -5.2631 0.1366 -2.9035
C -4.8091 -0.4870 -4.0578
C -3.7006 -1.3214 -4.0099
C -3.0439 -1.5447 -2.8037
Sb 0.9274 -2.0544 1.1071
C 0.6250 -2.9391 -0.8294
C -0.3160 -3.9347 -1.0728
C -0.4225 -4.5216 -2.3285
C 0.4196 -4.1151 -3.3527
C 1.3722 -3.1316 -3.1170
C 1.4762 -2.5508 -1.8614
C 2.8148 -3.0966 1.2698
C 2.8835 -4.4414 0.9097
C 4.0884 -5.1261 0.9558
C 5.2483 -4.4690 1.3481
C 5.1950 -3.1300 1.6973
C 3.9824 -2.4506 1.6610
H 0.3797 -4.4990 2.1223
H 0.4321 -3.2643 3.3635
H -1.7245 -4.1525 3.5179
H -1.9703 -4.2698 1.8003
H -1.7832 -1.5167 3.1350
H -3.3210 -2.4393 2.9997
H -5.7529 -2.0010 1.2731
H -7.4678 -3.7496 1.1018
H -6.9432 -5.9094 0.0173
H -4.6801 -6.3065 -0.8964
H -2.9747 -4.5510 -0.7824
H -4.9681 0.4066 -0.7928
H -6.1326 0.7811 -2.9382
H -5.3237 -0.3257 -4.9958
H -3.3487 -1.8097 -4.9103
H -2.1817 -2.2029 -2.7692
H -0.9502 -4.2798 -0.2624
H -1.1533 -5.3013 -2.5052
H 0.3496 -4.5774 -4.3285
H 2.0408 -2.8252 -3.9116
H 2.2455 -1.8080 -1.6766
H 1.9974 -4.9635 0.5672
H 4.1203 -6.1730 0.6826
H 6.1921 -4.9977 1.3693
H 6.0960 -2.6107 1.9988
H 3.9561 -1.4007 1.9347

Cartesian forces (eV/Å) of the 3 atoms listed first:
-0.5 0.3 -0.2
-0.1 0.1 0.0
0.0 -0.2 0.0

Computed properties:
E_HOMO (spin up / spin down) in eV: -9.244 / -10.483
Spin multiplicity: 5
E_tot in eV: -107544.82859
Orbital gap (spin up / spin down) in eV: 5.8 / 7.0
⟨S²⟩: 6.0369
Charge: +1

Here are the Mulliken charges for atoms 1 to 99, given in e: number 1, Fe, carries 0.37; number 2, O, carries -0.72; number 3, C, carries 0.51; number 4, C, carries -0.81; number 5, C, carries -0.30; number 6, C, carries -0.84; number 7, C, carries -0.44; number 8, C, carries 0.34; number 9, C, carries 0.86; number 10, O, carries -0.95; number 11, N, carries -1.18; number 12, N, carries 1.39; number 13, C, carries -0.04; number 14, C, carries 0.17; number 15, C, carries -0.68; number 16, C, carries -0.42; number 17, C, carries -0.90; number 18, C, carries -0.04; number 19, N, carries -0.30; number 20, H, carries 0.35; number 21, H, carries 0.46; number 22, H, carries 0.41; number 23, H, carries 0.41; number 24, H, carries 0.46; number 25, H, carries 0.55; number 26, H, carries 0.49; number 27, H, carries 0.47; number 28, H, carries 0.49; number 29, H, carries 0.12; number 30, C, carries -1.43; number 31, N, carries 1.41; number 32, C, carries -1.60; number 33, C, carries -0.72; number 34, C, carries -0.93; number 35, N, carries 0.91; number 36, C, carries -1.25; number 37, C, carries -0.93; number 38, H, carries 0.41; number 39, H, carries 0.52; number 40, H, carries 0.09; number 41, H, carries 0.42; number 42, H, carries 0.33; number 43, H, carries 0.37; number 44, H, carries 0.14; number 45, H, carries 0.39; number 46, H, carries 0.48; number 47, H, carries 0.30; number 48, H, carries 0.32; number 49, H, carries 0.31; number 50, H, carries 0.45; number 51, H, carries 0.40; number 52, H, carries 0.17; number 53, H, carries 0.31; number 54, C, carries -1.14; number 55, C, carries -0.22; number 56, C, carries -1.18; number 57, Sb, carries -0.01; number 58, C, carries 0.68; number 59, C, carries -0.60; number 60, C, carries -0.60; number 61, C, carries -0.51; number 62, C, carries -0.61; number 63, C, carries -0.03; number 64, C, carries 0.07; number 65, C, carries -0.38; number 66, C, carries -0.61; number 67, C, carries -0.47; number 68, C, carries -0.53; number 69, C, carries -0.04; number 70, Sb, carries 0.48; number 71, C, carries 0.39; number 72, C, carries 0.32; number 73, C, carries -0.76; number 74, C, carries -0.61; number 75, C, carries -0.71; number 76, C, carries -0.93; number 77, C, carries 0.36; number 78, C, carries -0.19; number 79, C, carries -0.82; number 80, C, carries -0.51; number 81, C, carries -0.58; number 82, C, carries -0.32; number 83, H, carries 0.57; number 84, H, carries 0.64; number 85, H, carries 0.47; number 86, H, carries 0.15; number 87, H, carries 0.08; number 88, H, carries 0.63; number 89, H, carries 0.39; number 90, H, carries 0.42; number 91, H, carries 0.39; number 92, H, carries 0.46; number 93, H, carries 0.10; number 94, H, carries 0.44; number 95, H, carries 0.41; number 96, H, carries 0.38; number 97, H, carries 0.43; number 98, H, carries 0.22; number 99, H, carries 0.41



This record from the Open Molecules 2025 dataset describes a molecular structure, C46H52N4O4S2V at a distorted geometry. The level of theory is ωB97M-V/def2-TZVPD.

Element x y z (Å)
V -0.0670 1.1400 -0.1069
C -1.9503 2.9763 2.5760
C -0.5182 3.4118 2.7798
O 0.2434 3.0651 1.6270
C 1.5536 3.6325 1.6515
C 2.5001 2.8444 2.5361
O 2.4113 1.4903 2.1532
C 2.5601 0.5508 3.2080
C 1.3495 0.4814 4.1222
O 0.1658 0.3925 3.3502
C -0.9911 0.5166 4.1542
C -2.2105 0.6851 3.2671
O -2.0347 1.6169 2.2062
H -2.3859 3.5423 1.7522
H -2.5306 3.1805 3.4789
H -0.0892 2.9531 3.6718
H -0.4962 4.4983 2.9191
H 1.5143 4.6666 2.0043
H 1.9100 3.6325 0.6191
H 2.2335 2.9728 3.5895
H 3.5181 3.2176 2.3971
H 3.4417 0.7818 3.8121
H 2.7181 -0.4171 2.7308
H 1.2995 1.3658 4.7693
H 1.4526 -0.3913 4.7771
H -0.8894 1.3767 4.8264
H -1.1273 -0.3691 4.7851
H -3.0547 0.9828 3.8954
H -2.4589 -0.2627 2.7898
S 0.1665 -3.7259 -2.9999
C 0.1539 -4.9546 -4.1881
C 0.1311 -4.4394 -5.4446
C 0.1225 -3.0206 -5.4498
C 0.1401 -2.4715 -4.1986
C 0.1158 -1.0541 -3.8302
C -0.0445 -0.6814 -2.4902
N -0.0860 0.5662 -2.0432
C -0.0226 1.5587 -2.9667
C 0.1676 1.2978 -4.3323
C 0.2776 2.3994 -5.2473
C 0.1927 3.6717 -4.8141
C -0.0447 3.9623 -3.4278
C -0.1441 5.2692 -2.9408
C -0.4128 5.5007 -1.6029
C -0.6244 4.3670 -0.7996
N -0.4902 3.1168 -1.2071
C -0.1773 2.9076 -2.5143
C -0.4747 6.8405 -1.0167
C -0.6292 7.1899 0.2991
C -0.6022 8.5883 0.5179
C -0.4243 9.2866 -0.6361
S -0.2905 8.2601 -1.9880
C 0.2521 -0.0327 -4.7516
H 0.1661 -5.9947 -3.8934
H 0.1141 -5.0466 -6.3398
H 0.0977 -2.4356 -6.3604
H -0.1396 -1.4694 -1.7592
H 0.4325 2.1762 -6.2967
H 0.2866 4.5010 -5.5056
H -0.0105 6.0973 -3.6278
H -0.9282 4.5047 0.2264
H -0.7652 6.4758 1.1035
H -0.7109 9.0599 1.4850
H -0.3658 10.3573 -0.7663
H 0.4221 -0.2489 -5.7993
C 2.8523 -5.1445 0.6195
C 3.6746 -3.8580 0.4916
C 4.5803 -3.9727 -0.7451
C 4.5426 -3.6889 1.7537
C 2.7915 -2.6294 0.3766
C 3.3064 -1.4109 -0.0709
C 2.4959 -0.3031 -0.1414
N 1.1940 -0.3270 0.1831
C 0.6689 -1.5037 0.5737
C 1.4393 -2.6457 0.7069
C -0.8099 -1.4886 0.5895
C -1.5998 -2.6187 0.7277
C -2.9632 -2.5694 0.4542
C -3.4755 -1.3269 0.0709
C -2.6429 -0.2379 -0.0308
N -1.3250 -0.3019 0.2148
C -3.8625 -3.7883 0.5519
C -3.0573 -5.0859 0.6687
C -4.7554 -3.8765 -0.6961
C -4.7413 -3.6289 1.8071
H 3.5302 -5.9981 0.6295
H 2.1684 -5.2670 -0.2253
H 2.2803 -5.1778 1.5502
H 5.1133 -4.9233 -0.7139
H 5.3306 -3.1805 -0.7828
H 3.9946 -3.9424 -1.6678
H 5.2134 -4.5444 1.8549
H 3.9200 -3.6351 2.6507
H 5.1507 -2.7825 1.6988
H 4.3437 -1.3185 -0.3642
H 2.8899 0.6480 -0.4728
H 0.9683 -3.5611 1.0353
H -1.1344 -3.5489 1.0183
H -4.5258 -1.2038 -0.1552
H -3.0245 0.7301 -0.3259
H -2.3824 -5.2175 -0.1825
H -3.7482 -5.9291 0.6829
H -2.4778 -5.1284 1.5950
H -4.1545 -3.8887 -1.6096
H -5.4625 -3.0471 -0.7588
H -5.3369 -4.7989 -0.6590
H -4.1259 -3.5754 2.7093
H -5.4064 -4.4901 1.8985
H -5.3560 -2.7268 1.7523

Cartesian forces (eV/Å) of the 3 atoms listed first:
-0.2 3.8 0.7
0.1 -0.1 -0.1
0.0 0.0 0.1

Computed properties:
E_HOMO (spin up / spin down) in eV: -12.405 / -12.476
Spin multiplicity: 4
E_tot in eV: -110044.44908
Orbital gap (spin up / spin down) in eV: 7.0 / 7.0
⟨S²⟩: 3.7648
Charge: +2

Here are the natural (NBO) charges for atoms 1 to 99, given in e: number 1, V, carries 1.41; number 2, C, carries -0.08; number 3, C, carries -0.09; number 4, O, carries -0.55; number 5, C, carries -0.08; number 6, C, carries -0.09; number 7, O, carries -0.54; number 8, C, carries -0.08; number 9, C, carries -0.09; number 10, O, carries -0.55; number 11, C, carries -0.09; number 12, C, carries -0.07; number 13, O, carries -0.53; number 14, H, carries 0.19; number 15, H, carries 0.20; number 16, H, carries 0.19; number 17, H, carries 0.19; number 18, H, carries 0.20; number 19, H, carries 0.20; number 20, H, carries 0.18; number 21, H, carries 0.20; number 22, H, carries 0.19; number 23, H, carries 0.19; number 24, H, carries 0.17; number 25, H, carries 0.19; number 26, H, carries 0.17; number 27, H, carries 0.20; number 28, H, carries 0.19; number 29, H, carries 0.19; number 30, S, carries 0.42; number 31, C, carries -0.38; number 32, C, carries -0.24; number 33, C, carries -0.21; number 34, C, carries -0.26; number 35, C, carries 0.01; number 36, C, carries 0.06; number 37, N, carries -0.56; number 38, C, carries 0.21; number 39, C, carries -0.08; number 40, C, carries -0.17; number 41, C, carries -0.15; number 42, C, carries -0.06; number 43, C, carries -0.10; number 44, C, carries -0.09; number 45, C, carries 0.11; number 46, N, carries -0.53; number 47, C, carries 0.13; number 48, C, carries -0.18; number 49, C, carries -0.24; number 50, C, carries -0.25; number 51, C, carries -0.38; number 52, S, carries 0.47; number 53, C, carries -0.11; number 54, H, carries 0.26; number 55, H, carries 0.25; number 56, H, carries 0.23; number 57, H, carries 0.20; number 58, H, carries 0.24; number 59, H, carries 0.24; number 60, H, carries 0.24; number 61, H, carries 0.21; number 62, H, carries 0.21; number 63, H, carries 0.24; number 64, H, carries 0.26; number 65, H, carries 0.23; number 66, C, carries -0.61; number 67, C, carries -0.10; number 68, C, carries -0.60; number 69, C, carries -0.59; number 70, C, carries 0.09; number 71, C, carries -0.20; number 72, C, carries 0.06; number 73, N, carries -0.59; number 74, C, carries 0.14; number 75, C, carries -0.19; number 76, C, carries 0.25; number 77, C, carries -0.25; number 78, C, carries 0.11; number 79, C, carries -0.24; number 80, C, carries 0.07; number 81, N, carries -0.60; number 82, C, carries -0.10; number 83, C, carries -0.61; number 84, C, carries -0.60; number 85, C, carries -0.59; number 86, H, carries 0.24; number 87, H, carries 0.21; number 88, H, carries 0.21; number 89, H, carries 0.23; number 90, H, carries 0.21; number 91, H, carries 0.22; number 92, H, carries 0.23; number 93, H, carries 0.21; number 94, H, carries 0.21; number 95, H, carries 0.24; number 96, H, carries 0.21; number 97, H, carries 0.23; number 98, H, carries 0.24; number 99, H, carries 0.24